[1]
{
  "formula": "C20H23ClN2O4S",
  "method": "ωB97M-V/def2-TZVPD",
  "max_force_ha_per_bohr": 0.016,
  "multiplicity": 1,
  "relative_energy_kj_mol": 48.3,
  "homo_energy_ev": -7.98,
  "gap_ev": 8.6,
  "species": ["C", "H", "H", "O", "C", "C", "C", "C", "C", "C", "H", "H", "S", "O", "O", "C", "C", "C", "O", "N", "C", "H", "C", "N", "C", "C", "C", "C", "C", "C", "H", "H", "H", "Cl", "H", "C", "H", "C", "H", "H", "H", "H", "H", "H", "H", "H", "H", "H", "H", "H", "H"],
  "coordinates": [[-9.315132, 0.454850, 0.324185], [-8.964421, 1.275962, 0.956631], [-9.492471, -0.432013, 0.939824], [-8.409036, 0.184772, -0.721381], [-7.153119, -0.214171, -0.414824], [-6.662305, -0.375961, 0.880428], [-5.354886, -0.788642, 1.071995], [-4.544921, -1.041195, -0.015348], [-5.018742, -0.887549, -1.307184], [-6.317815, -0.476684, -1.507890], [-6.721459, -0.351340, -2.499714], [-4.363911, -1.111488, -2.134071], [-2.840987, -1.518676, 0.245730], [-2.703945, -2.103322, 1.554981], [-2.385058, -2.295831, -0.878517], [-1.919549, 0.054949, 0.236371], [-0.455409, -0.312060, 0.365776], [0.435751, 0.917870, 0.249225], [-0.025165, 2.027640, 0.057520], [1.765907, 0.714239, 0.390464], [2.449921, -0.553665, 0.493232], [1.747335, -1.371705, 0.628562], [3.300262, -0.789668, -0.770898], [4.234838, 0.298703, -0.958414], [5.504644, 0.232715, -0.408250], [6.237871, -0.957173, -0.505357], [7.524358, -1.029920, -0.012318], [8.141966, 0.059415, 0.579193], [7.428304, 1.241449, 0.659529], [6.134875, 1.334158, 0.182824], [5.618945, 2.274684, 0.287434], [7.885664, 2.107240, 1.114548], [9.147424, -0.016403, 0.958437], [8.386839, -2.524799, -0.154083], [5.819540, -1.824609, -0.989061], [3.526996, 1.556813, -1.054551], [4.227076, 2.369840, -1.238651], [2.681081, 1.823600, 0.197414], [2.088034, 2.731692, 0.083589], [3.323981, 1.910210, 1.079696], [2.855263, 1.487702, -1.917618], [3.823069, -1.738230, -0.676028], [2.642749, -0.836555, -1.645422], [3.118691, -0.516477, 1.362769], [-0.217967, -1.025274, -0.427817], [-0.301732, -0.803350, 1.329074], [-2.269616, 0.654894, 1.070508], [-2.127249, 0.559107, -0.702820], [-4.956214, -0.935064, 2.063458], [-7.286153, -0.187597, 1.739205], [-10.244121, 0.746939, -0.162397]],
  "forces_ev_per_angstrom": [[-0.17, 0.05, 0.19], [0.00, -0.04, -0.02], [0.02, 0.03, -0.02], [0.27, -0.09, -0.22], [0.21, -0.06, -0.04], [-0.27, 0.08, -0.04], [0.10, -0.05, 0.04], [0.76, -0.12, 0.21], [-0.09, 0.01, -0.13], [-0.12, 0.04, 0.10], [-0.03, 0.00, -0.12], [0.02, -0.01, -0.17], [-0.03, 0.38, 0.02], [-0.19, 0.23, 0.25], [-0.13, 0.19, -0.34], [-0.30, -0.68, -0.02], [-0.03, 0.09, -0.04], [-0.18, -0.34, 0.13], [-0.34, 0.22, -0.10], [0.32, 0.11, 0.07], [0.12, -0.35, -0.24], [0.00, 0.02, 0.05], [-0.16, -0.21, 0.35], [-0.19, 0.03, -0.35], [0.44, 0.01, 0.07], [-0.01, -0.06, 0.07], [-0.14, 0.20, 0.06], [0.07, 0.00, 0.01], [0.11, -0.13, -0.01], [-0.22, 0.07, -0.05], [-0.09, 0.06, 0.00], [0.04, 0.08, 0.04], [0.10, -0.04, 0.03], [0.10, -0.15, -0.02], [-0.02, -0.07, -0.06], [-0.07, 0.22, 0.25], [-0.03, -0.01, -0.03], [0.03, 0.35, -0.26], [0.12, -0.08, 0.06], [-0.02, 0.02, -0.03], [0.03, 0.08, 0.05], [-0.04, 0.01, -0.06], [0.01, -0.08, 0.04], [-0.07, -0.09, -0.04], [0.15, -0.02, 0.10], [0.14, -0.05, -0.07], [-0.11, 0.06, 0.03], [-0.08, 0.05, -0.05], [-0.02, 0.01, 0.16], [-0.07, 0.02, 0.06], [0.05, -0.02, 0.08]]
}



[2]
{
  "formula": "C5H9F2N2",
  "method": "ωB97M-V/def2-TZVPD",
  "max_force_ha_per_bohr": 0.079,
  "charge": 1,
  "multiplicity": 1,
  "relative_energy_kj_mol": 538.3,
  "homo_energy_ev": [-12.70, -12.71],
  "gap_ev": [8.8, 8.8],
  "species": ["C", "C", "C", "C", "C", "N", "N", "F", "F", "H", "H", "H", "H", "H", "H", "H", "H", "H"],
  "coordinates": [[-0.330281, -0.557532, -0.118519], [-2.165285, -0.140400, -1.780522], [-1.624255, 0.970657, -2.159094], [-0.326396, 1.458819, -1.592023], [0.206674, 0.561829, -0.512533], [1.713779, -0.430652, 2.438200], [0.032914, -1.548743, 0.825609], [-3.151634, -0.957733, -1.892744], [1.361020, 1.068445, 0.050885], [-2.069234, 1.606342, -2.920775], [1.646591, -0.778519, 3.391951], [0.421454, 1.525152, -2.388463], [-0.443887, 2.470947, -1.192275], [0.872143, -1.033397, 1.640695], [1.509953, 0.566663, 2.428985], [2.667668, -0.551851, 2.103276], [-0.788988, -1.887449, 1.330702], [0.467764, -2.342578, 0.346645]],
  "forces_ev_per_angstrom": [[-3.07, 0.48, -2.62], [1.96, -1.60, 2.62], [0.09, 0.64, -0.41], [0.11, -0.17, 0.21], [0.43, 0.22, 0.33], [-0.03, -0.02, 0.00], [0.15, -0.11, -0.07], [0.57, 0.72, -0.15], [-0.18, -0.11, -0.20], [-0.24, -0.18, -0.04], [0.11, 0.09, -0.04], [-0.02, 0.04, 0.01], [0.00, -0.05, -0.02], [0.15, 0.02, 0.23], [0.06, -0.05, 0.04], [-0.05, 0.03, 0.11], [0.16, -0.01, -0.17], [-0.20, 0.04, 0.15]]
}



[3]
{
  "formula": "C2I2N2S",
  "method": "ωB97M-V/def2-TZVPD",
  "max_force_ha_per_bohr": 0.078,
  "multiplicity": 1,
  "relative_energy_kj_mol": 289.5,
  "homo_energy_ev": -8.51,
  "gap_ev": 7.2,
  "species": ["C", "C", "N", "N", "S", "I", "I"],
  "coordinates": [[1.005760, -0.238336, -0.124569], [-1.591928, -0.118145, 0.118147], [1.050617, 0.952458, -0.240310], [-1.588109, 1.011805, 0.116969], [0.762754, 2.472534, -0.340759], [2.158365, -1.945983, 0.019303], [-1.797458, -2.134333, 0.451219]],
  "forces_ev_per_angstrom": [[1.13, 1.25, -0.21], [-0.40, -3.93, 0.58], [0.55, -2.78, 0.23], [-1.04, 2.80, -0.09], [0.20, 0.70, -0.12], [-0.41, 0.88, -0.10], [-0.04, 1.07, -0.29]]
}



Repeat the second record exactly.
{
  "formula": "C5H9F2N2",
  "method": "ωB97M-V/def2-TZVPD",
  "max_force_ha_per_bohr": 0.079,
  "charge": 1,
  "multiplicity": 1,
  "relative_energy_kj_mol": 538.3,
  "homo_energy_ev": [-12.70, -12.71],
  "gap_ev": [8.8, 8.8],
  "species": ["C", "C", "C", "C", "C", "N", "N", "F", "F", "H", "H", "H", "H", "H", "H", "H", "H", "H"],
  "coordinates": [[-0.330281, -0.557532, -0.118519], [-2.165285, -0.140400, -1.780522], [-1.624255, 0.970657, -2.159094], [-0.326396, 1.458819, -1.592023], [0.206674, 0.561829, -0.512533], [1.713779, -0.430652, 2.438200], [0.032914, -1.548743, 0.825609], [-3.151634, -0.957733, -1.892744], [1.361020, 1.068445, 0.050885], [-2.069234, 1.606342, -2.920775], [1.646591, -0.778519, 3.391951], [0.421454, 1.525152, -2.388463], [-0.443887, 2.470947, -1.192275], [0.872143, -1.033397, 1.640695], [1.509953, 0.566663, 2.428985], [2.667668, -0.551851, 2.103276], [-0.788988, -1.887449, 1.330702], [0.467764, -2.342578, 0.346645]],
  "forces_ev_per_angstrom": [[-3.07, 0.48, -2.62], [1.96, -1.60, 2.62], [0.09, 0.64, -0.41], [0.11, -0.17, 0.21], [0.43, 0.22, 0.33], [-0.03, -0.02, 0.00], [0.15, -0.11, -0.07], [0.57, 0.72, -0.15], [-0.18, -0.11, -0.20], [-0.24, -0.18, -0.04], [0.11, 0.09, -0.04], [-0.02, 0.04, 0.01], [0.00, -0.05, -0.02], [0.15, 0.02, 0.23], [0.06, -0.05, 0.04], [-0.05, 0.03, 0.11], [0.16, -0.01, -0.17], [-0.20, 0.04, 0.15]]
}



Copy entry 2 word for word.
{
  "formula": "C5H9F2N2",
  "method": "ωB97M-V/def2-TZVPD",
  "max_force_ha_per_bohr": 0.079,
  "charge": 1,
  "multiplicity": 1,
  "relative_energy_kj_mol": 538.3,
  "homo_energy_ev": [-12.70, -12.71],
  "gap_ev": [8.8, 8.8],
  "species": ["C", "C", "C", "C", "C", "N", "N", "F", "F", "H", "H", "H", "H", "H", "H", "H", "H", "H"],
  "coordinates": [[-0.330281, -0.557532, -0.118519], [-2.165285, -0.140400, -1.780522], [-1.624255, 0.970657, -2.159094], [-0.326396, 1.458819, -1.592023], [0.206674, 0.561829, -0.512533], [1.713779, -0.430652, 2.438200], [0.032914, -1.548743, 0.825609], [-3.151634, -0.957733, -1.892744], [1.361020, 1.068445, 0.050885], [-2.069234, 1.606342, -2.920775], [1.646591, -0.778519, 3.391951], [0.421454, 1.525152, -2.388463], [-0.443887, 2.470947, -1.192275], [0.872143, -1.033397, 1.640695], [1.509953, 0.566663, 2.428985], [2.667668, -0.551851, 2.103276], [-0.788988, -1.887449, 1.330702], [0.467764, -2.342578, 0.346645]],
  "forces_ev_per_angstrom": [[-3.07, 0.48, -2.62], [1.96, -1.60, 2.62], [0.09, 0.64, -0.41], [0.11, -0.17, 0.21], [0.43, 0.22, 0.33], [-0.03, -0.02, 0.00], [0.15, -0.11, -0.07], [0.57, 0.72, -0.15], [-0.18, -0.11, -0.20], [-0.24, -0.18, -0.04], [0.11, 0.09, -0.04], [-0.02, 0.04, 0.01], [0.00, -0.05, -0.02], [0.15, 0.02, 0.23], [0.06, -0.05, 0.04], [-0.05, 0.03, 0.11], [0.16, -0.01, -0.17], [-0.20, 0.04, 0.15]]
}